1.
This record from OMol25 describes a 2-piece molecular cluster, C4H7NO overall in a non-equilibrium geometry. The level of theory is ωB97M-V/def2-TZVPD.

Computed properties:
relative energy (zero: lowest compared OMol25 entry of this formula, charge and spin): 43.7 kcal per mole
DFT total energy: -7797.750 eV
HOMO-LUMO gap: 9.190 eV
HOMO level: -8.06 eV

```
! wB97M-V def2-TZVPD RIJCOSX def2/J DEFGRID3
* xyz 0 1
C -0.54 -0.69 1.49
C 1.00 -1.73 -0.92
O 0.02 -1.98 -1.44
C 0.46 0.93 -0.14
C 0.45 1.42 -1.39
N -0.63 0.36 0.50
H -1.44 -0.67 2.10
H 0.32 -0.51 2.15
H -0.43 -1.71 1.09
H 1.37 0.99 0.47
H -0.43 1.32 -2.03
H 1.28 1.98 -1.78
H -1.43 0.30 -0.11
*
```

2.
This record from OMol25 describes an isolated ion of composition C6H9O2 and charge +1 in a non-equilibrium geometry. The level of theory is ωB97M-V/def2-TZVPD.

Computed properties:
relative energy (zero: lowest compared OMol25 entry of this formula, charge and spin): 26.2 kcal per mole
DFT total energy: -10453.573 eV
HOMO-LUMO gap: 10.437 eV
HOMO level: -16.06 eV

```
! wB97M-V def2-TZVPD RIJCOSX def2/J DEFGRID3
* xyz 1 1
C 2.89 0.30 0.00
C -1.88 0.40 0.32
C -1.33 -1.02 -0.18
C -0.70 1.27 -0.03
C 0.15 -0.96 0.05
C 0.52 0.41 -0.03
O 2.78 -0.88 0.12
O 1.69 1.00 0.06
H 3.81 0.79 -0.27
H -2.66 0.71 -0.27
H -2.20 0.49 1.31
H -1.61 -1.83 0.41
H -1.45 -1.30 -1.18
H -0.67 1.44 -1.20
H -0.45 2.27 0.45
H 0.52 -1.27 0.94
H 0.59 -1.83 -0.51
*
```

3.
This record from OMol25 describes a 13-piece molecular cluster, C22H73N15O13 overall in a non-equilibrium geometry. The level of theory is ωB97M-V/def2-TZVPD.

Computed properties:
relative energy (zero: lowest compared OMol25 entry of this formula, charge and spin): 164.6 kcal per mole
DFT total energy: -72962.570 eV
HOMO-LUMO gap: 9.310 eV
HOMO level: -9.29 eV

```
! wB97M-V def2-TZVPD RIJCOSX def2/J DEFGRID3
* xyz 0 1
C 3.85 11.17 -7.85
O 3.48 11.24 -6.52
H 3.15 11.12 -8.68
H 4.16 12.21 -7.92
H 4.63 10.43 -8.03
H 2.52 11.22 -6.49
C 16.90 14.01 0.22
O 17.85 12.97 0.58
H 17.14 14.30 -0.81
H 15.90 13.60 0.33
H 16.90 14.92 0.82
H 17.59 12.18 0.09
C 2.51 10.06 -1.37
O 1.15 10.17 -0.93
H 3.13 9.61 -0.60
H 2.54 9.28 -2.13
H 2.93 11.01 -1.71
H 0.73 10.51 -1.72
C 5.02 5.38 -6.22
O 4.83 4.39 -5.22
H 4.08 5.52 -6.76
H 5.25 6.40 -5.93
H 5.87 5.03 -6.80
H 4.40 3.63 -5.63
C 2.22 17.29 -2.94
O 1.30 18.03 -3.18
N 2.32 16.56 -1.86
N 3.20 16.97 -3.71
H 3.13 16.00 -1.67
H 1.49 16.66 -1.29
H 3.21 17.36 -4.64
H 3.96 16.45 -3.31
C 7.35 5.84 0.40
O 8.24 6.18 -0.32
N 6.17 5.43 0.01
N 7.41 6.23 1.67
H 6.02 5.29 -0.98
H 5.59 5.01 0.72
H 6.56 6.05 2.19
H 8.26 6.66 2.00
C 11.09 15.70 5.65
O 9.96 15.20 5.54
N 12.02 15.94 4.74
N 11.51 16.03 6.83
H 12.84 16.50 4.91
H 11.73 16.01 3.77
H 12.39 16.52 6.93
H 11.05 15.67 7.65
C 7.29 19.35 0.00
O 7.82 20.31 -0.47
N 6.04 19.41 0.34
N 7.82 18.25 0.50
H 5.64 18.56 0.70
H 5.56 20.30 0.41
H 7.22 17.60 0.98
H 8.82 18.14 0.43
C 13.10 18.28 -1.91
O 12.92 17.48 -1.03
N 13.95 19.24 -1.93
N 12.20 18.40 -2.92
H 14.24 19.59 -1.03
H 13.93 19.86 -2.72
H 12.31 19.21 -3.51
H 11.37 17.82 -2.91
C 8.32 12.48 -2.54
O 8.17 13.45 -3.18
N 7.61 11.39 -2.66
N 9.14 12.33 -1.53
H 7.93 10.57 -2.17
H 6.91 11.27 -3.37
H 9.21 11.50 -0.96
H 9.78 13.09 -1.35
C 15.29 6.33 0.46
C 16.44 7.39 0.20
C 17.83 6.82 -0.17
O 18.18 5.93 0.79
C 19.54 5.57 0.96
N 15.96 8.30 -0.79
H 15.16 5.58 -0.32
H 14.34 6.85 0.52
H 15.56 5.96 1.45
H 16.48 8.09 1.03
H 18.47 7.68 -0.35
H 17.70 6.28 -1.11
H 20.04 6.35 1.53
H 20.12 5.50 0.04
H 19.65 4.66 1.53
H 15.85 7.67 -1.58
H 14.99 8.49 -0.59
C 13.35 14.46 -6.77
C 12.85 15.10 -8.06
C 13.98 15.35 -9.07
O 13.70 16.33 -10.03
C 13.79 17.70 -9.60
N 11.79 14.20 -8.66
H 14.03 15.16 -6.30
H 13.83 13.49 -6.92
H 12.56 14.36 -6.02
H 12.38 16.04 -7.76
H 14.27 14.44 -9.60
H 14.93 15.65 -8.63
H 14.71 18.05 -9.14
H 13.07 17.95 -8.82
H 13.60 18.35 -10.45
H 11.53 14.67 -9.51
H 10.93 14.41 -8.18
C 4.03 13.01 4.20
C 3.69 14.15 3.40
C 3.12 15.46 4.11
O 2.27 16.18 3.25
C 1.71 17.49 3.73
N 4.85 14.58 2.60
H 3.26 12.81 4.95
H 5.00 13.10 4.68
H 4.01 12.10 3.60
H 2.89 13.78 2.75
H 3.99 16.12 4.17
H 2.74 15.37 5.12
H 1.07 17.78 2.90
H 2.47 18.26 3.82
H 1.04 17.44 4.58
H 5.13 13.81 2.00
H 5.57 14.64 3.31
*
```

4.
This record from OMol25 describes an isolated ion of composition H4N5 and charge +1 in a non-equilibrium geometry. The level of theory is ωB97M-V/def2-TZVPD.

Computed properties:
relative energy (zero: lowest compared OMol25 entry of this formula, charge and spin): 107.2 kcal per mole
DFT total energy: -7502.632 eV
SMILES: [H]/N=N/N=[NH+]\N
HOMO-LUMO gap: 9.075 eV
HOMO level: -15.32 eV

```
! wB97M-V def2-TZVPD RIJCOSX def2/J DEFGRID3
* xyz 1 1
N 1.14 1.89 0.09
N 0.53 -0.08 1.07
N 0.90 0.88 0.59
N -1.08 -0.91 -0.69
N -0.92 -0.78 0.59
H 1.90 2.37 -0.26
H -1.04 -0.09 -1.25
H -0.66 -1.66 -1.24
H -0.78 -1.61 1.11
*
```

5.
This record from OMol25 describes a 2-piece molecular cluster, C3H8O2S overall. The level of theory is ωB97M-V/def2-TZVPD.

Computed properties:
relative energy (zero: lowest compared OMol25 entry of this formula, charge and spin): 15.1 kcal per mole
DFT total energy: -18170.588 eV
SMILES: O=CCCS.O
HOMO-LUMO gap: 9.857 eV
HOMO level: -9.17 eV

```
! wB97M-V def2-TZVPD RIJCOSX def2/J DEFGRID3
* xyz 0 1
O -2.20 -0.47 1.24
C -1.52 -1.20 0.55
C -0.05 -1.02 0.31
C 0.19 -0.25 -0.98
S 1.94 0.20 -1.21
H -2.02 -2.04 0.03
H 0.47 -1.98 0.28
H 0.39 -0.49 1.15
H -0.02 -0.88 -1.84
H -0.44 0.63 -1.03
H 2.06 0.89 -0.07
H -0.94 2.66 0.87
H -1.11 1.29 1.61
O -0.47 1.88 1.19
*
```

6.
This record from OMol25 describes C32H34BrFN4OOsSi as an isolated structure in a non-equilibrium geometry. The level of theory is ωB97M-V/def2-TZVPD.

Computed properties:
DFT total energy: -124835.865 eV
HOMO-LUMO gap (alpha / beta): 5.540 / 5.725 eV
HOMO level (alpha / beta): -13.31 / -13.39 eV

```
! wB97M-V def2-TZVPD RIJCOSX def2/J DEFGRID3
* xyz 2 1
Os -0.08 -0.21 0.25
C 3.49 1.38 0.10
Si 2.69 0.32 1.42
C 3.72 0.29 2.98
C 2.50 -1.50 0.93
N 0.97 0.85 1.57
C 0.55 1.83 2.43
C 1.47 2.63 3.17
C 1.04 3.58 4.06
C -0.32 3.80 4.27
C -1.26 3.06 3.56
C -0.82 2.11 2.67
F -1.74 1.41 2.01
H 4.32 0.83 -0.35
H 3.91 2.29 0.54
H 2.79 1.67 -0.68
H 4.41 -0.56 2.91
H 3.14 0.18 3.89
H 4.34 1.19 3.07
H 3.50 -1.89 0.71
H 1.91 -1.70 0.03
H 2.12 -2.09 1.76
H 2.53 2.48 3.00
H 1.77 4.16 4.61
H -0.65 4.55 4.98
H -2.32 3.20 3.70
C -1.27 3.70 -1.20
C -2.31 3.36 -2.05
C -2.61 2.03 -2.29
C -1.88 1.03 -1.66
C -0.87 1.37 -0.73
C -0.55 2.70 -0.54
C -2.04 -0.40 -1.93
C -2.78 -0.91 -3.01
C -2.80 -2.25 -3.24
C -2.08 -3.13 -2.40
C -2.05 -4.52 -2.61
C -1.37 -5.34 -1.75
C -0.69 -4.79 -0.65
C -0.68 -3.43 -0.44
C -1.37 -2.57 -1.32
N -1.35 -1.20 -1.12
H -1.00 4.74 -1.04
H -2.90 4.14 -2.52
H -3.41 1.78 -2.98
H 0.27 2.99 0.10
H -3.33 -0.23 -3.65
H -3.36 -2.66 -4.07
H -2.58 -4.93 -3.46
H -1.34 -6.41 -1.92
H -0.19 -5.45 0.05
H -0.16 -3.02 0.41
C 3.42 0.15 -3.42
N 2.07 0.67 -3.64
C 1.87 1.49 -4.83
C 1.08 0.39 -2.82
O 1.20 -0.29 -1.77
H 3.73 -0.44 -4.28
H 3.42 -0.47 -2.53
H 4.12 0.97 -3.29
H 2.57 2.33 -4.81
H 0.86 1.88 -4.86
H 2.07 0.91 -5.73
H 0.11 0.79 -3.13
Br -1.05 -2.34 5.77
C -1.77 -1.95 4.08
C -3.13 -2.01 3.84
C -3.59 -1.69 2.57
C -2.68 -1.34 1.59
N -1.36 -1.30 1.83
C -0.92 -1.58 3.06
H -3.81 -2.30 4.63
H -4.65 -1.70 2.35
H -3.01 -1.09 0.60
H 0.15 -1.52 3.23
*
```

What is the DFT total energy in the second record? -10453.573 eV